a | 13
Properties=species:S:1:pos:R:3 method="wB97M-V/def2-TZVPD" charge=0 molar_mass_g_mol=90.10 spin_multiplicity=1 e_lumo_ha=0.0254 smiles="O=CCCCF"
C 1.808 0.362 0.232
C 0.378 0.583 -0.273
C -0.678 -0.465 0.262
C -2.078 -0.457 -0.160
H 2.167 1.340 0.056
H 1.951 0.023 1.259
H -0.205 1.550 -0.093
H 0.381 0.548 -1.387
H -0.267 -1.475 0.119
H -0.605 -0.232 1.340
H -2.398 -1.565 -0.252
O -2.999 0.319 -0.452
F 2.544 -0.531 -0.651



b | 13
Properties=species:S:1:pos:R:3 method="wB97M-V/def2-TZVPD" charge=0 molar_mass_g_mol=90.10 spin_multiplicity=1 e_lumo_ha=0.0052
C 2.079 -1.325 -0.269
C -1.616 -0.859 -0.131
C 2.533 -0.168 0.015
C -1.931 0.669 0.080
O 3.263 0.846 0.532
F -1.159 1.573 -0.688
H -2.193 -1.417 0.608
H -0.691 -0.925 0.027
H -1.615 -1.156 -1.115
H 3.004 -0.731 -0.931
H -1.568 0.789 1.148
H -3.032 0.976 -0.089
H 2.925 1.728 0.813



Least stable: b



a | 10
Properties=species:S:1:pos:R:3 method="wB97M-V/def2-TZVPD" charge=0 molar_mass_g_mol=108.12 spin_multiplicity=1 e_lumo_ha=-0.0133 smiles="C=[S@](=O)(O)C=O"
C -0.024 0.071 1.594
C -0.168 -0.925 -1.224
O -0.521 1.203 -0.587
O 1.845 0.761 -0.020
O -1.147 -1.621 -1.101
S 0.499 0.256 0.086
H -1.019 -0.127 1.479
H 0.733 -0.578 1.870
H 0.574 -0.900 -2.034
H -0.773 1.861 -0.063



b | 10
Properties=species:S:1:pos:R:3 method="wB97M-V/def2-TZVPD" charge=0 molar_mass_g_mol=108.12 spin_multiplicity=1 e_lumo_ha="-0.0148 / -0.0147"
C -0.541 -0.667 0.286
C 0.187 0.565 0.066
O -0.381 -0.119 -1.027
O -1.826 -0.796 0.733
O 0.118 1.835 0.264
S 2.529 -0.523 0.161
H 0.056 -1.611 0.626
H -2.465 -0.084 0.251
H 0.293 2.350 -0.475
H 2.029 -0.950 -0.886



Least stable: a



a | 10
Properties=species:S:1:pos:R:3 method="wB97M-V/def2-TZVPD" charge=0 molar_mass_g_mol=108.12 spin_multiplicity=1 e_lumo_ha="-0.0491 / -0.0498" smiles="COC=O.O=S"
C 1.019 0.803 -0.040
C -0.115 -0.039 1.839
O -1.828 -1.818 -3.643
O 1.330 -0.252 -0.521
O 0.237 1.068 0.980
S -1.277 -0.647 -4.303
H 1.369 1.826 -0.501
H -1.248 -0.069 2.174
H 0.316 0.064 2.838
H 0.197 -0.936 1.178



b | 10
Properties=species:S:1:pos:R:3 method="wB97M-V/def2-TZVPD" charge=0 molar_mass_g_mol=108.12 spin_multiplicity=1 e_lumo_ha=0.0262
C -0.493 0.104 1.034
C -0.409 -0.101 -1.126
O 1.840 -1.286 0.126
O 1.730 1.142 -0.154
O -1.121 0.591 0.011
S 1.046 -0.062 0.040
H -0.317 0.922 1.767
H -0.958 -0.686 1.577
H -0.811 -1.121 -1.209
H -0.508 0.496 -2.066



Least stable: b



a | 52
Properties=species:S:1:pos:R:3 method="wB97M-V/def2-TZVPD" charge=0 molar_mass_g_mol=390.41 spin_multiplicity=1 e_lumo_ha=0.0253 smiles="CCCNC(=O)[C@H](c1n[nH]cc1C)N1CC[C@@H](C(F)(F)F)C[C@H]1C(=O)OC"
C -2.257 3.208 -1.345
C -3.261 2.523 -0.424
C -3.403 1.029 -0.695
N -2.175 0.309 -0.445
C -1.349 -0.159 -1.403
O -1.565 0.001 -2.591
C -0.048 -0.876 -0.972
C -0.069 -2.331 -1.328
N -1.141 -3.078 -1.119
N -0.790 -4.290 -1.539
C 0.485 -4.343 -2.002
C 0.993 -3.071 -1.888
C 2.379 -2.598 -2.198
N 0.468 -0.663 0.382
C -0.132 -1.475 1.444
C 0.562 -1.266 2.777
C 0.594 0.215 3.132
C 1.151 0.469 4.517
F 2.411 0.012 4.644
F 1.167 1.787 4.803
F 0.403 -0.139 5.459
C 1.416 0.904 2.047
C 0.768 0.727 0.679
C 1.719 1.289 -0.369
O 2.811 0.853 -0.586
O 1.194 2.337 -0.987
C 1.985 2.943 -1.997
H -2.218 4.281 -1.149
H -1.251 2.807 -1.206
H -2.525 3.064 -2.392
H -2.976 2.682 0.621
H -4.242 2.992 -0.544
H -4.197 0.602 -0.080
H -3.692 0.870 -1.732
H -1.903 0.130 0.503
H 0.682 -0.430 -1.654
H -1.436 -5.055 -1.495
H 0.918 -5.259 -2.365
H 3.101 -3.412 -2.151
H 2.442 -2.142 -3.188
H 2.705 -1.848 -1.474
H -1.209 -1.292 1.561
H -0.042 -2.524 1.171
H 0.028 -1.835 3.544
H 1.568 -1.690 2.760
H -0.427 0.610 3.117
H 1.521 1.971 2.261
H 2.432 0.503 2.043
H -0.144 1.338 0.644
H 1.427 3.785 -2.396
H 2.933 3.299 -1.593
H 2.191 2.238 -2.802



b | 52
Properties=species:S:1:pos:R:3 method="wB97M-V/def2-TZVPD" charge=0 molar_mass_g_mol=390.41 spin_multiplicity=1 e_lumo_ha=0.0247 smiles="CCCNC(=O)[C@H](c1n[nH]cc1C)N1CC[C@@H](C(F)(F)F)C[C@H]1C(=O)OC"
C -2.643 3.374 -1.617
C -3.679 2.535 -0.881
C -3.581 1.051 -1.214
N -2.332 0.451 -0.776
C -1.350 0.096 -1.634
O -1.391 0.294 -2.832
C -0.118 -0.600 -1.027
C -0.162 -2.072 -1.313
N -1.303 -2.730 -1.430
N -0.938 -3.999 -1.638
C 0.405 -4.163 -1.648
C 0.958 -2.926 -1.433
C 2.398 -2.531 -1.364
N 0.223 -0.386 0.379
C -0.525 -1.081 1.409
C 0.329 -1.260 2.656
C 0.780 0.110 3.154
C 1.652 -0.006 4.381
F 2.784 -0.695 4.142
F 2.020 1.202 4.850
F 1.015 -0.638 5.385
C 1.499 0.871 2.044
C 0.616 0.952 0.799
C 1.319 1.682 -0.336
O 0.787 2.493 -1.045
O 2.584 1.273 -0.495
C 3.267 1.854 -1.616
H -2.737 4.429 -1.357
H -1.629 3.056 -1.375
H -2.767 3.277 -2.697
H -3.571 2.667 0.202
H -4.689 2.872 -1.132
H -4.407 0.501 -0.757
H -3.636 0.902 -2.292
H -2.230 0.210 0.193
H 0.710 -0.201 -1.620
H -1.647 -4.694 -1.784
H 0.856 -5.128 -1.810
H 3.043 -3.404 -1.264
H 2.703 -1.993 -2.264
H 2.576 -1.873 -0.512
H -1.438 -0.532 1.714
H -0.848 -2.046 1.023
H -0.243 -1.778 3.427
H 1.200 -1.869 2.407
H -0.098 0.681 3.477
H 1.758 1.878 2.375
H 2.422 0.353 1.782
H -0.268 1.572 1.023
H 4.256 1.407 -1.621
H 2.735 1.628 -2.539
H 3.333 2.934 -1.500



Least stable: a



a | 16
Properties=species:S:1:pos:R:3 method="wB97M-V/def2-TZVPD" charge=0 molar_mass_g_mol=151.04 spin_multiplicity=1 e_lumo_ha=0.0334 smiles="C[C@]1(Cl)C=C[C@]1(C)Cl"
C -0.574 0.195 -1.548
C 0.636 0.789 -1.229
C -0.631 -0.506 -0.017
C 0.589 0.437 0.221
C -0.547 -1.981 -0.029
C 0.442 1.609 1.135
Cl -2.153 -0.126 0.835
Cl 1.945 -0.653 0.765
H -1.225 0.072 -2.503
H 1.487 1.272 -1.729
H -0.181 -2.477 0.933
H 0.237 -2.110 -0.778
H -1.375 -2.414 -0.322
H 0.547 1.469 2.216
H -0.484 2.050 1.086
H 1.287 2.374 0.964



b | 16
Properties=species:S:1:pos:R:3 method="wB97M-V/def2-TZVPD" charge=0 molar_mass_g_mol=151.04 spin_multiplicity=1 e_lumo_ha=0.0300
C 0.251 1.401 0.610
C 0.708 0.026 0.253
C -0.224 -1.069 0.759
C -1.352 -0.873 1.444
C 0.940 -0.144 -1.205
C 0.070 -0.132 -2.205
H 0.082 1.534 1.680
H -0.710 1.518 0.171
H 0.946 2.170 0.291
H 0.118 -2.094 0.550
H -1.763 0.137 1.584
H -2.025 -1.682 1.853
H 1.981 -0.271 -1.553
H 0.352 -0.391 -3.274
Cl 2.277 -0.255 1.087
Cl -1.651 0.124 -2.045



Least stable: a



a | 19
Properties=species:S:1:pos:R:3 method="wB97M-V/def2-TZVPD" charge=-1 molar_mass_g_mol=108.14 spin_multiplicity=2 e_lumo_ha="0.1143 / 0.1133"
C 0.350 -2.153 1.025
C 0.197 1.456 -0.162
O 0.759 2.363 -1.095
C 0.570 -0.032 -0.427
C -0.157 -0.793 0.442
H -0.283 -2.459 1.807
H 1.435 -2.052 1.143
H 0.149 -2.943 0.218
H -0.853 1.559 -0.118
H 0.552 1.858 0.774
H 0.362 3.183 -0.778
H 1.664 -0.243 -0.468
H -1.013 -0.335 0.903
H -6.375 -0.687 1.222
H -6.747 -1.461 2.458
O -6.890 -1.465 1.477
H 4.859 0.315 -0.900
H 6.263 0.353 -1.351
O 5.410 0.606 -1.655



b | 19
Properties=species:S:1:pos:R:3 method="wB97M-V/def2-TZVPD" charge=-1 molar_mass_g_mol=108.14 spin_multiplicity=2 e_lumo_ha="0.1526 / 0.1417"
C 2.950 0.964 -0.268
C -0.288 -1.413 -0.725
O -1.502 -0.813 -0.356
C 0.834 -0.478 -1.263
C 1.804 -0.087 -0.394
H 2.377 1.860 0.142
H 3.207 1.408 -1.305
H 3.711 0.519 0.415
H -0.639 -1.861 -1.630
H 0.180 -1.825 0.163
H -1.693 -0.194 -1.059
H 0.585 -0.328 -2.321
H 1.411 -0.036 0.647
H -0.576 1.083 0.784
H -1.199 0.203 1.787
O -0.846 1.087 1.764
H -3.028 -0.681 1.130
H -3.519 0.771 1.092
O -3.769 -0.179 1.396



Least stable: a



a | 6
Properties=species:S:1:pos:R:3 method="wB97M-V/def2-TZVPD" charge=0 molar_mass_g_mol=113.07 spin_multiplicity=1 e_lumo_ha=-0.0296
N 1.373 -0.301 -0.114
O 2.422 0.203 -0.038
O 0.305 0.500 0.507
O -0.979 -1.323 -0.347
F -1.870 1.094 -0.486
S -1.251 -0.173 0.478



b | 6
Properties=species:S:1:pos:R:3 method="wB97M-V/def2-TZVPD" charge=0 molar_mass_g_mol=113.07 spin_multiplicity=1 e_lumo_ha=-0.0264
N -0.886 -0.507 1.023
O -0.858 -1.103 2.028
O 0.407 -0.023 0.651
O -0.673 1.016 -1.351
F 1.410 -0.286 -1.603
S 0.600 0.903 -0.747



Least stable: a



a | 5
Properties=species:S:1:pos:R:3 method="wB97M-V/def2-TZVPD" charge=-1 molar_mass_g_mol=35.02 spin_multiplicity=1 e_lumo_ha=0.2068
O 0.172 0.135 1.240
H -0.777 0.339 1.372
O 0.504 -0.403 -1.145
H -0.184 0.215 -1.461
H 0.284 -0.286 -0.005



b | 5
Properties=species:S:1:pos:R:3 method="wB97M-V/def2-TZVPD" charge=-1 molar_mass_g_mol=35.02 spin_multiplicity=1 e_lumo_ha=0.2069
O -0.687 -0.936 -0.453
H 0.013 -1.479 -0.009
O 0.138 1.223 0.367
H 0.979 1.155 -0.118
H -0.444 0.037 0.214



Least stable: b



a | 13
Properties=species:S:1:pos:R:3 method="wB97M-V/def2-TZVPD" charge=0 molar_mass_g_mol=128.09 spin_multiplicity=1 e_lumo_ha="-0.0368 / -0.0368"
C 0.613 -1.815 -0.677
C -0.153 0.205 -0.155
C -1.445 0.730 0.283
N -0.009 -0.820 -1.016
N 1.132 -1.786 0.672
N 0.844 -0.921 1.401
N 0.845 1.240 -0.248
O 0.632 2.214 0.496
O 1.914 1.038 -0.849
H 0.770 -2.826 -1.223
H -1.067 1.467 1.018
H -2.153 0.052 0.741
H -1.923 1.222 -0.443



b | 13
Properties=species:S:1:pos:R:3 method="wB97M-V/def2-TZVPD" charge=0 molar_mass_g_mol=128.09 spin_multiplicity=1 e_lumo_ha=-0.0085 smiles="[H]/N=c1/c(=O)ncon1N"
C -1.780 -0.645 0.438
C 0.297 -1.503 1.026
C 0.886 -0.240 0.214
H -0.156 1.758 -2.094
H 0.457 2.007 -0.478
H -2.870 -0.599 0.688
H 2.151 0.906 -0.320
N 0.420 1.364 -1.367
N -0.033 0.175 -0.893
N -1.126 -1.469 1.161
N 2.011 0.245 0.418
O -1.330 0.284 -0.373
O 1.074 -2.283 1.579



Least stable: a



a | 20
Properties=species:S:1:pos:R:3 method="wB97M-V/def2-TZVPD" charge=0 molar_mass_g_mol=86.18 spin_multiplicity=1 e_lumo_ha=-0.0463
C 2.239 0.036 0.530
C 1.431 -0.175 -0.738
C 0.208 0.570 -0.799
C -1.072 -0.108 -1.093
C -2.256 0.240 -0.102
C -1.788 0.286 1.365
H 1.622 0.370 1.373
H 2.707 -1.154 0.753
H 3.136 0.654 0.500
H 1.997 0.140 -1.626
H 1.259 -1.259 -0.830
H 0.364 1.531 -1.282
H 3.169 -1.968 0.815
H -1.000 -1.198 -1.059
H -1.434 0.200 -2.079
H -2.579 1.232 -0.418
H -3.068 -0.463 -0.301
H -0.869 0.874 1.291
H -1.547 -0.683 1.794
H -2.519 0.878 1.906



b | 20
Properties=species:S:1:pos:R:3 method="wB97M-V/def2-TZVPD" charge=0 molar_mass_g_mol=86.18 spin_multiplicity=1 e_lumo_ha=-0.0545
C -0.093 2.106 0.924
C 0.352 1.239 -0.215
C -0.712 0.101 -0.309
C -0.389 -0.612 -1.588
C -0.650 -0.801 0.892
C 0.564 -1.724 1.266
H 0.808 2.686 1.337
H -0.920 2.888 0.665
H -0.466 1.218 1.326
H 1.342 0.724 0.179
H 0.575 1.711 -1.259
H -1.780 0.483 -0.438
H -1.011 -0.268 -2.505
H -0.649 -1.649 -1.485
H 0.671 -0.543 -1.729
H 1.367 -0.363 -2.321
H -1.578 -1.190 1.132
H 0.285 -2.782 1.391
H 1.222 -1.733 0.463
H 1.061 -1.490 2.275



Least stable: b